## P
An isolated molecule of C2H6NP. Source: the OMol25 dataset; level of theory: ωB97M-V with the def2-TZVPD basis set.

```
! RIJCOSX wB97M-V def2-TZVPD def2/J DEFGRID3
* xyz 0 1
P 0.4405 1.0029 -1.1879
N -0.2407 -1.6700 -0.8771
C -0.6950 -0.1502 0.9280
C -0.1884 -0.5549 -0.4092
H -1.2011 -0.7828 1.6459
H 1.1928 0.3359 -2.0866
H 1.4979 0.9697 -0.3204
H 0.1211 0.5393 1.3802
H -1.5206 0.3932 0.5249
H 0.0537 -1.9283 -1.8356
*
```

Calculated values
HOMO energy, eV: -8.87
LUMO level, eV: 0.982
SMILES string: [H]/N=C(/C)P

Charges in e, computed with Löwdin, in the same order as the atoms: 0.84 0.08 -0.15 -0.79 0.07 -0.14 -0.12 0.09 0.05 0.06

***

## Q
An isolated molecule of C2H6NP. Source: the OMol25 dataset; level of theory: ωB97M-V with the def2-TZVPD basis set.

```
! RIJCOSX wB97M-V def2-TZVPD def2/J DEFGRID3
* xyz 0 1
P -0.3810 1.3283 -0.8390
N 0.4099 2.3010 0.0683
C -0.5502 -1.2402 0.5039
C 0.4552 -0.3749 -0.3912
H -0.1946 -2.2617 0.5567
H 0.8508 -0.8315 -1.3401
H 1.3597 -0.2177 0.1850
H 0.3792 3.3786 -0.1484
H -1.5873 -1.2245 -0.1458
H -0.7418 -0.8573 1.5506
*
```

Calculated values
HOMO energy, eV: -8.76
LUMO level, eV: 0.003
SMILES string: [H]/N=P/CC

Charges in e, computed with Löwdin, in the same order as the atoms: 0.76 -0.38 -0.20 -0.48 0.03 0.06 0.03 0.01 0.09 0.07

***

Which one sits at the top of the stability order? Q does.

***

## P
An isolated molecule of C2H6NP. Source: the OMol25 dataset; level of theory: ωB97M-V with the def2-TZVPD basis set.

```
! RIJCOSX wB97M-V def2-TZVPD def2/J DEFGRID3
* xyz 0 1
P -2.3267 -0.0198 -0.0282
N 0.2558 0.3765 -0.1729
C -0.5710 -0.5294 0.1752
C 1.6419 0.1966 0.1637
H 1.7725 -0.7182 0.7688
H -1.7086 1.0401 -0.5687
H -0.3731 -1.3569 0.8964
H 1.9681 1.1475 0.8289
H 2.1523 0.3963 -0.8631
H -2.8113 -0.5327 -1.2001
*
```

Calculated values
HOMO energy, eV: -9.15
LUMO level, eV: 1.104
SMILES string: C/N=C/P

Charges in e, computed with Löwdin, in the same order as the atoms: 0.79 -0.17 -0.51 -0.17 0.06 -0.14 0.07 0.11 0.10 -0.16

***

## Q
A structure of composition C2H6NP. Source: the OMol25 dataset; level of theory: ωB97M-V with the def2-TZVPD basis set.

```
! RIJCOSX wB97M-V def2-TZVPD def2/J DEFGRID3
* xyz 0 1
P 0.1531 -0.9690 -0.5268
N 1.0618 -0.1926 0.8151
C -1.6017 -0.4881 0.0257
C 1.1742 0.5737 -0.4065
H -2.3773 -0.5762 -0.6935
H 1.9646 0.7424 -1.1411
H 1.9017 -0.5653 1.1622
H -1.6527 -0.9814 0.9452
H -1.3748 0.6021 0.0382
H 0.7509 1.8543 -0.2185
*
```

Calculated values
HOMO energy, eV: -8.97
LUMO level, eV: 1.154

Charges in e, computed with Löwdin, in the same order as the atoms: 0.85 -0.27 -0.30 -0.50 0.01 0.03 0.02 -0.01 0.02 0.15

***

Which one sits at the top of the stability order? P does.

***

## P
A cluster of 3 separate species, C2H9O2S in total. Source: the OMol25 dataset; level of theory: ωB97M-V with the def2-TZVPD basis set.

```
! RIJCOSX wB97M-V def2-TZVPD def2/J DEFGRID3
* xyz -1 1
S -0.1807 -0.5726 -0.1868
O 2.1779 2.4217 -1.5191
O 2.3015 -1.4467 1.5371
C -1.8272 -0.2723 0.6163
C -2.8036 0.3837 -0.3632
H 2.4596 -2.2509 1.0327
H -2.6684 -0.0684 -1.3520
H 2.5988 2.0395 -2.2895
H -3.8431 0.2056 -0.0856
H -1.6997 0.3554 1.4932
H 1.4338 -1.1426 1.1091
H -2.5936 1.4387 -0.4949
H -2.1809 -1.2699 0.8742
H 2.3990 1.8749 -0.7567
*
```

Calculated values
HOMO energy, eV: -2.71
LUMO level, eV: 3.869

Charges in e, computed with Löwdin, in the same order as the atoms: 0.24 -0.08 -0.21 -0.76 -0.25 -0.01 0.03 0.02 0.04 0.03 -0.14 0.05 0.02 0.03

***

## Q
A cluster of 3 separate species, C2H9O2S in total. Source: the OMol25 dataset; level of theory: ωB97M-V with the def2-TZVPD basis set.

```
! RIJCOSX wB97M-V def2-TZVPD def2/J DEFGRID3
* xyz -1 1
S -0.0242 -0.1274 1.2732
O -0.9566 2.9867 0.0209
O -2.0325 -1.2250 -1.8864
C 1.0838 -0.2143 -0.2018
C 2.0886 -1.3614 -0.1318
H -1.6185 2.9556 0.7200
H 0.3927 -0.4711 -1.0148
H -1.3948 -1.4121 -1.1788
H 1.5378 0.7500 -0.4769
H -1.6854 -1.7760 -2.6014
H 2.7576 -1.3901 -0.9989
H 1.5205 -2.2972 -0.0823
H -0.5082 2.1314 0.1478
H 2.6631 -1.3464 0.7918
*
```

Calculated values
HOMO energy, eV: -2.75
LUMO level, eV: 3.782

Charges in e, computed with Löwdin, in the same order as the atoms: 0.14 -0.13 -0.09 -0.81 -0.25 0.01 0.00 -0.01 0.04 0.02 0.05 0.05 -0.06 0.04

***

Which one sits at the top of the stability order? Q does.